# 1
# C15H15ClN2O2

The molecule C15H15ClN2O2 in a non-equilibrium geometry (ωB97M-V/def2-TZVPD, the OMol25 dataset).

Cartesian coordinates (Å):
O 1.09 2.49 -1.45
C 1.28 1.92 -0.40
N 0.43 1.98 0.65
H 0.62 1.43 1.47
C -0.87 2.61 0.56
C -1.94 1.56 0.35
C -2.81 1.21 1.37
C -3.74 0.20 1.18
C -3.78 -0.47 -0.03
C -2.91 -0.13 -1.06
C -2.00 0.88 -0.86
H -1.32 1.16 -1.65
H -2.96 -0.65 -2.00
Cl -4.93 -1.74 -0.26
H -4.42 -0.07 1.97
H -2.78 1.73 2.32
H -0.83 3.28 -0.31
H -1.06 3.19 1.46
C 2.44 1.02 -0.14
N 3.67 1.42 0.01
O 4.44 0.32 0.20
C 3.66 -0.77 0.15
C 2.36 -0.40 -0.05
C 1.23 -1.36 -0.16
H 0.55 -1.07 -0.97
C 1.80 -2.76 -0.41
H 1.01 -3.50 -0.30
H 2.17 -2.81 -1.44
C 2.95 -3.07 0.56
H 3.25 -4.11 0.45
H 2.60 -2.92 1.58
C 4.16 -2.16 0.30
H 4.88 -2.23 1.11
H 4.66 -2.46 -0.63
H 0.65 -1.35 0.77

E (eV): -35395.7592
Gap between HOMO and LUMO (eV): 9.80
Net charge: 0
Energy relative to the best compared isomer or geometry (same formula, charge and spin) (kcal/mol): 26.0
LUMO energy (eV): 0.584
E_HOMO (eV): -9.22


# 2
# C15H15F2NO10S

A 3-piece molecular cluster, C15H15F2NO10S overall in a non-equilibrium geometry (ωB97M-V/def2-TZVPD, the OMol25 dataset).

Cartesian coordinates (Å):
C 2.24 1.22 -1.47
C 1.15 0.27 -0.96
F 0.53 0.86 0.13
C 0.18 -0.14 -2.06
N -0.68 0.92 -2.57
S -1.98 1.27 -1.65
O -1.87 2.59 -1.19
O -2.18 0.32 -0.63
F -3.19 1.13 -2.60
H 2.92 0.71 -2.14
H 2.75 1.65 -0.62
H 1.74 2.00 -2.05
H 1.65 -0.62 -0.59
H 0.80 -0.48 -2.90
H -0.39 -1.01 -1.76
H -0.18 1.76 -2.84
C -4.72 1.16 1.33
C -5.80 1.03 0.55
C -7.18 0.92 1.12
O -8.12 0.82 0.36
C -7.32 0.92 2.57
C -6.24 1.05 3.35
C -4.87 1.19 2.78
O -3.93 1.32 3.54
O -6.32 1.06 4.68
O -5.72 1.00 -0.78
H -3.73 1.25 0.92
H -8.32 0.82 2.98
H -5.40 1.17 5.00
H -6.63 0.90 -1.10
C 5.86 -0.67 -0.81
C 6.88 -1.04 -0.01
C 6.85 -2.34 0.74
O 7.81 -2.63 1.43
C 5.68 -3.20 0.61
C 4.67 -2.82 -0.19
C 4.71 -1.54 -0.96
O 3.76 -1.26 -1.68
O 3.58 -3.57 -0.34
O 7.95 -0.29 0.17
H 5.87 0.26 -1.35
H 5.67 -4.12 1.16
H 3.01 -3.08 -0.97
H 8.53 -0.78 0.78

E (eV): -54032.0707
Gap between HOMO and LUMO (eV): 7.48
Net charge: 0
Energy relative to the best compared isomer or geometry (same formula, charge and spin) (kcal/mol): 6.6
LUMO energy (eV): -1.895
E_HOMO (eV): -9.37


# 3
# C15H15F6MnN6O5Se

C15H15F6MnN6O5Se as an isolated structure in a non-equilibrium geometry (ωB97M-V/def2-TZVPD, the OMol25 dataset).

Cartesian coordinates (Å):
Mn -0.75 0.16 0.43
N -0.40 4.33 -0.04
C -0.32 4.43 1.30
C -0.40 3.12 1.81
N -0.52 2.28 0.79
C -0.52 3.01 -0.35
C -0.67 2.32 -1.57
N -0.68 0.97 -1.54
C -0.90 0.55 -2.79
C -1.01 1.67 -3.62
N -0.85 2.75 -2.84
H -0.36 5.12 -0.67
H -0.21 5.38 1.81
H -0.39 2.82 2.85
H -0.99 -0.49 -3.07
H -1.17 1.73 -4.69
H -0.90 3.71 -3.18
C 2.59 -1.62 1.25
C 2.19 -0.19 0.90
O 0.82 -0.08 0.58
C 2.95 0.36 -0.35
F 4.20 0.67 -0.11
F 2.30 1.45 -0.83
F 2.90 -0.56 -1.33
C 2.49 0.76 2.11
F 2.34 2.05 1.73
F 3.70 0.60 2.58
F 1.59 0.54 3.08
H 2.45 -2.28 0.40
H 2.00 -1.97 2.10
H 3.65 -1.64 1.53
N 0.73 -2.15 -1.73
C -0.29 -2.73 -1.05
C -0.57 -4.10 -1.26
C -1.63 -4.69 -0.63
C -2.43 -3.92 0.21
C -2.10 -2.59 0.39
N -1.05 -2.00 -0.21
H 1.28 -2.71 -2.36
H 0.95 -1.18 -1.65
H 0.05 -4.65 -1.96
H -1.85 -5.74 -0.78
H -3.28 -4.32 0.74
H -2.74 -1.99 1.02
O -2.66 1.67 2.90
Se -2.55 0.16 2.55
O -3.67 -0.89 2.74
O -2.26 0.32 0.44
O -1.05 -0.44 2.36

E (eV): -147912.8578
Gap between HOMO and LUMO (spin up / spin down) (eV): 4.18 / 3.38
Net charge: +3
LUMO energy (spin up / spin down) (eV): -13.059 / -13.856
Spin multiplicity: 2
E_HOMO (spin up / spin down) (eV): -17.24 / -17.24


# 4
# C15H15N4PS3Se4W

C15H15N4PS3Se4W as an isolated structure in a non-equilibrium geometry (ωB97M-V/def2-TZVPD, the OMol25 dataset).

Cartesian coordinates (Å):
W 0.85 -0.25 -1.35
S -1.69 0.66 -0.61
C -1.28 -0.56 0.64
C -1.47 -0.36 2.00
C -1.01 -1.30 2.90
C -1.21 -1.07 4.30
N -1.37 -0.88 5.42
C -0.37 -2.47 2.44
C -0.21 -2.68 1.08
C -0.68 -1.74 0.16
S -0.63 -2.09 -1.60
C 0.14 -3.43 3.37
N 0.56 -4.22 4.10
H -1.96 0.53 2.36
H 0.25 -3.59 0.73
Se 2.22 0.70 0.19
Se 3.47 2.60 -0.42
Se 2.75 3.11 -2.49
Se 1.05 1.39 -2.97
S -1.21 2.44 0.30
C -2.80 2.99 0.84
N -2.92 4.32 1.08
C -4.07 4.85 1.54
C -5.14 4.02 1.74
C -4.96 2.67 1.46
N -3.80 2.17 1.03
H -2.12 4.94 0.92
H -4.08 5.92 1.72
H -6.09 4.41 2.09
H -5.76 1.96 1.60
C 3.81 -0.55 -3.45
P 2.76 -1.53 -2.36
C 2.23 -2.95 -3.36
C 3.88 -2.22 -1.12
H 4.66 -1.16 -3.76
H 4.18 0.33 -2.92
H 3.25 -0.23 -4.32
H 3.11 -3.41 -3.81
H 1.56 -2.61 -4.15
H 1.71 -3.68 -2.74
H 4.63 -2.85 -1.60
H 3.33 -2.82 -0.39
H 4.38 -1.41 -0.59

E (eV): -326750.0559
Gap between HOMO and LUMO (eV): 5.81
Net charge: +2
Energy relative to the best compared isomer or geometry (same formula, charge and spin) (kcal/mol): 30.9
LUMO energy (eV): -7.356
E_HOMO (eV): -13.17


# 5
# C15H15N5O

C15H15N5O as an isolated structure in a non-equilibrium geometry (ωB97M-V/def2-TZVPD, the OMol25 dataset).

Cartesian coordinates (Å):
C 1.33 0.72 2.15
C 2.19 1.28 1.08
N 2.66 2.49 1.09
N 3.61 2.92 0.24
C 3.77 1.98 -0.48
C 3.06 0.83 0.16
C 3.06 -0.51 -0.23
N 2.12 -1.40 -0.70
N 0.84 -1.13 -0.42
C 0.02 -0.03 -0.66
O 0.73 0.86 -1.10
C -1.25 -0.18 -0.57
C -2.32 1.03 -0.18
N -3.45 0.34 0.00
C -3.55 -0.84 -0.36
C -4.58 -1.75 -0.12
C -4.53 -3.00 -0.48
C -3.13 -3.51 -0.81
C -2.09 -2.81 -1.02
C -2.17 -1.43 -0.46
H -1.05 -3.02 -1.28
H -2.85 -4.65 -1.06
H -5.18 -3.88 -0.58
H -5.53 -1.47 0.13
H -4.19 0.98 -0.05
H -1.98 1.82 -0.03
H 0.15 -1.89 -0.13
H 4.05 -1.09 -0.89
H 4.66 1.78 -1.08
C 2.24 3.64 2.14
H 2.84 4.50 1.70
H 2.53 3.48 3.00
H 1.20 3.73 1.97
H 1.36 -0.18 2.10
H 1.59 1.20 3.11
H 0.42 0.89 1.78

E (eV): -25282.5548
Gap between HOMO and LUMO (eV): 7.50
Net charge: 0
Energy relative to the best compared isomer or geometry (same formula, charge and spin) (kcal/mol): 318.9
LUMO energy (eV): 0.013
E_HOMO (eV): -7.48


# 6
# C15H16BBrIN3O8

A 2-piece molecular cluster, C15H16BBrIN3O8 overall in a non-equilibrium geometry (ωB97M-V/def2-TZVPD, the OMol25 dataset).

Cartesian coordinates (Å):
O 2.05 6.12 3.84
C 1.09 5.31 3.86
N 0.26 4.32 4.13
C 0.45 3.22 3.16
C -0.70 2.80 2.16
C -2.16 3.44 2.10
C -2.78 3.86 3.52
O -2.72 5.10 3.84
Br -3.58 2.64 4.85
C -0.32 1.62 1.14
I -1.73 0.90 -0.40
C 1.10 0.90 1.13
B 1.50 -0.29 0.06
O 1.45 0.08 -1.33
O 1.93 -1.61 0.44
C 2.20 1.32 2.17
C 1.84 2.49 3.16
C 3.16 2.69 4.03
O 3.44 3.46 4.99
N 4.17 1.79 3.44
O 5.21 2.53 2.97
C 3.70 0.82 2.41
O 4.38 -0.11 1.89
H -2.15 4.38 1.40
H -2.93 2.73 1.60
H 1.02 -0.64 -1.86
H 1.47 -1.94 1.24
H 6.08 2.09 3.14
C -2.62 -4.67 -4.32
C -1.18 -4.22 -4.51
C -0.53 -3.68 -3.22
O -0.94 -2.36 -2.86
C -2.17 -2.29 -2.17
N -1.13 -3.23 -5.60
H -3.32 -3.83 -4.25
H -2.94 -5.28 -5.17
H -2.73 -5.28 -3.42
H -0.60 -5.10 -4.82
H 0.55 -3.61 -3.39
H -0.67 -4.37 -2.38
H -2.32 -3.16 -1.51
H -3.00 -2.21 -2.88
H -2.17 -1.39 -1.56
H -0.15 -3.00 -5.79
H -1.51 -2.36 -5.23

E (eV): -115477.4272
Gap between HOMO and LUMO (eV): 7.81
Net charge: 0
LUMO energy (eV): -1.728
E_HOMO (eV): -9.53